(A)
DFT (the ωB97M-V functional and the def2-TZVPD basis) results for 4 unconnected molecules or ions with the total composition C3H12O4.

As for the orbital gap: 11.1 eV. The molecular weight comes out at 112.12 g mol⁻¹. The highest occupied orbital energy comes out at -10.421 eV.

```
! wB97M-V def2-TZVPD RIJCOSX def2/J DEFGRID3
* xyz 0 1
O -0.281 -0.062 0.774
C -0.415 -1.256 0.819
C -1.647 -1.954 1.323
C -1.680 -3.455 0.948
H 0.366 -1.977 0.544
H -2.631 -1.531 1.147
H -1.664 -1.863 2.400
H -1.015 -3.757 0.144
H -2.669 -3.790 0.669
H -1.491 -4.024 1.856
H 2.422 2.458 -0.829
H 2.712 1.027 -0.609
O 2.541 1.648 -1.329
H 0.595 1.566 -2.005
H 0.437 1.797 -3.472
O -0.077 1.550 -2.699
H 0.430 1.872 1.434
H 0.610 2.559 0.037
O 0.793 2.633 0.973
*
```



(B)
DFT (the ωB97M-V functional and the def2-TZVPD basis) results for 4 unconnected molecules or ions with the total composition C3H12O4.

As for the orbital gap: 9.4 eV. The molecular weight comes out at 112.12 g mol⁻¹. The highest occupied orbital energy comes out at -8.649 eV.

```
! wB97M-V def2-TZVPD RIJCOSX def2/J DEFGRID3
* xyz 0 1
C 2.809 -2.534 -0.767
C 2.116 -1.288 -0.307
C 1.090 -0.823 -0.996
O 0.379 0.319 -0.649
H 2.894 -3.234 0.043
H 3.851 -2.295 -0.997
H 2.398 -3.059 -1.623
H 2.576 -0.747 0.499
H 0.591 -1.326 -1.813
H -0.540 0.207 -0.951
H -2.771 1.312 -0.225
H -2.687 1.502 -1.733
O -2.277 1.021 -1.013
H -0.210 1.821 2.554
H -0.068 1.073 1.212
O -0.718 1.399 1.859
H -2.328 2.075 1.533
H -3.849 2.363 2.051
O -3.257 2.214 1.321
*
```



(C)
DFT (the ωB97M-V functional and the def2-TZVPD basis) results for 3 unconnected molecules or ions with the total composition C3H12O4.

As for the orbital gap: 10.7 eV. The molecular weight comes out at 112.12 g mol⁻¹. The highest occupied orbital energy comes out at -10.091 eV.

```
! wB97M-V def2-TZVPD RIJCOSX def2/J DEFGRID3
* xyz 0 1
C -0.942 2.318 1.412
O -0.990 2.441 2.809
C 0.030 1.257 0.930
C 0.388 1.505 -0.531
O 1.054 0.378 -1.106
H -0.548 3.237 0.998
H -1.921 2.122 0.955
H -1.479 1.691 3.159
H -0.383 0.277 1.104
H 0.944 1.528 1.422
H 0.943 2.439 -0.691
H -0.534 1.601 -1.105
H 1.938 0.334 -0.726
H 2.496 -3.272 -5.784
H 1.035 -3.628 -5.908
O 1.700 -3.039 -6.282
H -1.083 -4.181 2.489
H -1.027 -3.361 3.776
O -1.624 -3.647 3.079
*
```



(B) is the most stable structure; the next one sits 7.0 kcal/mol above it.



(A)
DFT (the ωB97M-V functional and the def2-TZVPD basis) results for 7 unconnected molecules or ions with the total composition H14O7.

As for the orbital gap: 11.2 eV. The molecular weight comes out at 126.10 g mol⁻¹. The highest occupied orbital energy comes out at -10.909 eV.

```
! wB97M-V def2-TZVPD RIJCOSX def2/J DEFGRID3
* xyz 0 1
O -1.666 2.096 0.823
H -1.715 1.380 1.439
H -1.626 1.637 -0.001
O -2.044 0.649 -1.724
H -1.969 1.017 -2.610
H -2.257 -0.281 -1.852
O 1.946 -2.326 -0.837
H 2.312 -1.839 -1.591
H 2.270 -1.785 -0.076
O -1.088 -0.567 2.410
H -1.634 -1.078 3.071
H -0.948 -1.105 1.624
O 0.900 1.559 -1.140
H 1.341 2.231 -1.632
H 0.675 1.969 -0.261
O 2.400 -0.351 1.263
H 1.796 0.250 0.797
H 1.816 -0.644 2.012
O -0.422 -1.057 -0.282
H 0.309 -1.530 -0.720
H -0.396 -0.225 -0.713
*
```



(B)
DFT (the ωB97M-V functional and the def2-TZVPD basis) results for 7 unconnected molecules or ions with the total composition H14O7.

As for the orbital gap: 11.3 eV. The molecular weight comes out at 126.10 g mol⁻¹. The highest occupied orbital energy comes out at -10.984 eV.

```
! wB97M-V def2-TZVPD RIJCOSX def2/J DEFGRID3
* xyz 0 1
O 1.683 -0.516 -0.974
O 0.055 -2.842 1.074
O 0.174 0.671 2.404
O 1.949 1.887 -0.136
H 1.944 0.362 -0.629
H 2.343 -0.978 -0.436
H 0.017 -1.891 1.201
H 0.635 -3.175 1.758
H -0.534 0.972 1.819
H 0.908 1.249 2.161
H 2.225 2.711 -0.520
H 0.986 1.933 0.007
O -2.135 -0.444 -0.080
O -0.972 2.021 -0.057
O -0.721 -1.019 -2.251
H -1.255 1.110 -0.209
H -1.787 2.547 -0.016
H -2.908 -0.957 0.127
H -1.717 -0.842 -0.880
H -0.598 -0.101 -1.981
H 0.203 -1.283 -2.158
*
```



(A) is the most stable structure; the next one sits 4.4 kcal/mol above it.



(A)
DFT (the ωB97M-V functional and the def2-TZVPD basis) results for 7 unconnected molecules or ions with the total composition H14O7.

As for the orbital gap: 10.6 eV. The molecular weight comes out at 126.10 g mol⁻¹. The highest occupied orbital energy comes out at -10.429 eV.

```
! wB97M-V def2-TZVPD RIJCOSX def2/J DEFGRID3
* xyz 0 1
H -0.272 -0.585 0.010
H -0.834 0.472 -0.927
H 0.301 -1.688 1.988
H -0.602 -2.820 1.527
H -4.830 3.213 0.826
H -3.320 3.049 0.765
H 2.480 -2.997 0.243
H 1.941 -2.436 -1.063
H 1.201 2.354 -1.093
H 1.924 1.056 -0.770
H -3.072 -1.546 -0.299
H -2.081 -2.026 -1.347
H 3.965 2.595 0.826
H 3.376 1.428 0.050
O -0.531 -0.443 -0.908
O -0.157 -2.026 1.210
O -4.085 3.257 0.216
O 1.713 -2.551 -0.133
O 1.624 1.879 -0.368
O -2.736 -2.347 -0.717
O 3.997 2.161 -0.034
*
```



(B)
DFT (the ωB97M-V functional and the def2-TZVPD basis) results for 7 unconnected molecules or ions with the total composition H14O7.

As for the orbital gap: 10.3 eV. The molecular weight comes out at 126.10 g mol⁻¹. The highest occupied orbital energy comes out at -10.511 eV.

```
! wB97M-V def2-TZVPD RIJCOSX def2/J DEFGRID3
* xyz 0 1
O 2.597 -0.758 -0.605
H 3.214 -1.475 -0.749
H 2.828 -0.412 0.257
O 0.071 0.327 -0.118
H 0.934 0.084 -0.456
H 0.083 0.045 0.796
O 0.572 -0.571 -3.005
H 0.430 -1.509 -3.132
H 0.900 -0.497 -2.109
O -2.283 -0.783 -0.485
H -2.330 -0.636 -1.429
H -1.504 -0.303 -0.205
O -0.164 3.337 0.857
H -0.174 2.523 0.353
H 0.442 3.906 0.383
O 0.550 -1.944 1.919
H 1.144 -2.057 2.661
H 0.598 -2.774 1.445
O -2.601 1.543 1.301
H -3.400 1.067 1.076
H -1.907 0.886 1.246
*
```



(B) is the most stable structure; the next one sits 20.1 kcal/mol above it.